Computed, not measured: a 13-piece molecular cluster, C78H112F12N2O12P2 overall, with ωB97M-V/def2-TZVPD.

Calculated values
F_max   4.03 eV/A
E_tot   -161452.806 eV
HOMO-LUMO gap   8.181 eV
E_LUMO   -1.34 eV

Each line ends with the Mulliken charge.
Positions of all 218 atoms, in Å:
C 20.18848 12.50566 10.62476  -1.144
C 21.64756 12.49679 11.09409  -0.547
C 21.98285 13.44030 12.28160  0.763
C 23.26570 13.07906 12.97196  -1.048
N 23.58258 13.85630 14.23116  0.518
C 24.91801 13.30528 14.73050  -0.939
C 25.01363 13.72302 16.16780  -0.639
C 23.55611 13.73798 16.68978  1.278
C 22.67987 13.50987 15.40291  0.938
C 23.65460 15.35116 14.03522  -0.819
H 20.05532 11.75610 9.92194  0.543
H 19.75703 13.42628 10.14457  0.302
H 19.54562 12.25721 11.49093  0.073
H 22.30977 12.69915 10.19763  0.353
H 21.82867 11.40708 11.35871  0.280
H 21.10726 13.30957 12.96349  -0.572
H 21.99097 14.52018 11.93089  0.526
H 24.15651 13.13264 12.31690  0.615
H 23.32800 12.05353 13.30651  -0.133
H 25.68838 13.74137 14.08168  0.497
H 24.78510 12.23760 14.66282  0.557
H 25.34851 14.79617 16.29006  0.161
H 25.68151 13.13271 16.78856  0.521
H 23.31730 14.71212 17.18036  -0.143
H 23.40076 13.00738 17.49418  -0.813
H 21.75870 14.09513 15.34115  0.035
H 22.34964 12.48267 15.31554  -1.442
H 24.12411 15.60697 13.07282  0.298
H 24.31028 15.76378 14.77960  0.424
H 22.65141 15.75504 14.19420  0.228
C 21.76036 15.73140 20.51636  -0.645
C 21.01250 14.71092 21.44209  -1.257
C 20.52441 13.51516 20.62896  0.693
C 19.36190 13.95315 19.72914  0.470
N 18.69189 12.88212 18.93831  1.386
C 17.65529 13.47728 18.03785  1.091
C 16.64253 12.32777 17.85513  1.235
C 17.02809 11.23113 18.87437  -0.580
C 18.02425 11.98194 19.82778  0.031
C 19.70224 12.12450 18.19944  0.874
H 21.19114 16.27916 19.79600  -0.109
H 22.56294 15.22073 19.96593  -0.322
H 22.35251 16.37415 21.15891  0.693
H 20.15812 15.04172 22.06593  0.509
H 21.64311 14.18214 22.14298  0.680
H 20.27185 12.70048 21.32351  0.437
H 21.41804 13.27413 20.13946  -0.797
H 19.58189 14.76582 19.04398  -0.201
H 18.59045 14.41758 20.39866  0.170
H 18.16572 13.80583 17.13202  -0.741
H 17.29051 14.36499 18.52388  -0.372
H 16.65332 11.89144 16.85428  -0.611
H 15.64116 12.65674 18.10165  -1.100
H 17.52436 10.35606 18.35939  -0.747
H 16.21347 10.80127 19.40469  1.074
H 18.66650 11.25492 20.35056  0.418
H 17.47303 12.61797 20.52226  -0.567
H 20.34814 11.49081 18.86170  -0.897
H 20.42180 12.86993 17.75814  -0.113
H 19.17167 11.53929 17.45504  0.015
P 22.66505 9.69630 15.33904  1.757
F 23.59630 9.46528 14.05088  -0.425
F 21.64858 8.51783 14.92242  -0.369
F 23.49267 8.63314 16.19411  -0.432
F 21.72984 10.02517 16.64676  -0.855
F 23.61391 10.86772 15.89665  -0.379
F 21.75961 10.78768 14.52494  -0.487
P 20.38246 16.61932 16.62094  1.616
F 20.09871 18.20184 16.38948  -0.445
F 21.83984 16.90582 17.15110  -0.343
F 19.68714 16.72997 18.17885  -0.497
F 20.57542 15.04169 16.95337  -0.202
F 18.92748 16.24198 16.05887  -0.586
F 20.94242 16.42324 15.04926  -0.478
C 12.09927 15.21522 18.65237  -0.980
C 13.17443 15.39274 17.75873  -0.374
C 13.67823 14.42430 16.97315  0.265
C 13.02190 13.15804 17.00537  -0.593
C 12.03379 12.92651 17.98553  0.794
C 11.55019 13.98395 18.79663  -0.391
C 11.43481 11.54255 18.09983  0.537
O 10.74940 11.23111 19.06669  -0.713
C 11.76660 10.53034 17.07254  0.671
C 11.17317 9.25806 17.17547  -0.980
C 11.55504 8.25166 16.31761  -0.609
C 12.47621 8.54120 15.28448  -1.003
C 13.05630 9.77207 15.17829  -0.321
C 12.71550 10.81550 16.08931  0.070
C 13.52038 12.08657 16.13093  0.976
O 14.58038 12.29464 15.54337  -0.067
H 11.78775 16.05046 19.30389  0.400
H 13.46744 16.41606 17.69788  0.345
H 14.61222 14.62953 16.38303  0.050
H 10.82292 13.75035 19.62729  0.348
H 10.48224 9.06876 17.97327  0.540
H 11.13769 7.24370 16.35300  0.400
H 12.96241 7.85315 14.61365  0.466
H 13.94457 9.93291 14.58628  0.309
C 18.71076 12.86051 24.00247  -0.302
C 18.28093 13.85295 24.87381  -0.487
C 16.94101 14.02327 25.22462  -1.064
C 15.94270 13.27505 24.50401  0.540
C 16.34882 12.37007 23.53125  0.687
C 17.73037 12.09409 23.40931  -1.211
C 15.38781 11.41616 22.91486  0.031
O 15.68776 10.41818 22.31732  -0.655
C 13.97021 11.81981 23.00783  0.746
C 12.96356 11.11940 22.30386  -0.605
C 11.64400 11.55481 22.29643  -0.558
C 11.27385 12.63432 23.11155  -0.721
C 12.22714 13.20497 23.95692  -0.636
C 13.56828 12.79688 23.92821  0.234
C 14.53029 13.63922 24.72814  0.838
O 14.13563 14.53801 25.46482  -0.693
H 19.77966 12.58547 23.91699  0.393
H 18.96231 14.55125 25.33243  0.432
H 16.73488 14.84470 25.89543  0.410
H 17.94040 11.34809 22.69447  0.813
H 13.30705 10.35231 21.62238  0.520
H 10.94717 10.95484 21.74434  0.432
H 10.26557 12.97791 23.13716  0.502
H 11.89854 14.03933 24.57215  0.456
C 11.64772 13.88762 11.84345  -0.786
C 11.80960 12.63638 11.32765  -0.481
C 12.99888 11.90633 11.48067  -0.851
C 14.12224 12.50846 12.11234  0.113
C 13.98610 13.84508 12.61166  0.450
C 12.76446 14.51975 12.38492  -0.573
C 15.08658 14.56279 13.21736  0.446
O 15.03654 15.77838 13.42807  -0.739
C 16.30288 13.77226 13.57732  0.000
C 17.34453 14.41309 14.27416  -0.964
C 18.44933 13.64516 14.65623  0.019
C 18.46616 12.25665 14.45367  0.586
C 17.54475 11.69680 13.59954  -0.725
C 16.36188 12.36787 13.24134  0.250
C 15.28949 11.63342 12.49773  0.775
O 15.30948 10.38892 12.34049  -0.730
H 10.73546 14.44550 11.65022  0.420
H 10.94405 12.20924 10.84595  0.380
H 13.13451 10.87046 11.17866  0.497
H 12.69589 15.48685 12.80788  0.563
H 17.29635 15.45027 14.52507  1.112
H 19.30407 14.05938 15.11418  -0.058
H 19.34508 11.72086 14.76286  -0.271
H 17.68669 10.72560 13.15587  0.694
C 19.08654 7.26338 15.66678  -1.614
C 18.44946 8.59278 15.72290  1.215
C 16.91602 8.52165 16.01898  -1.556
O 18.93594 9.29926 16.95522  0.643
H 20.16273 7.18665 15.74554  0.348
H 18.90177 6.85947 14.62683  0.316
H 18.78702 6.56034 16.41585  0.431
H 18.79019 9.15370 14.85168  0.015
H 16.53245 9.51849 16.30422  -0.089
H 16.92312 7.78547 16.77955  0.492
H 16.39121 7.98521 15.23709  0.494
H 19.88143 9.37098 16.70364  -0.471
C 21.44806 7.50742 19.18171  -1.099
C 20.47311 8.11554 20.16868  0.553
C 21.18375 8.55328 21.42136  -1.014
O 19.87485 9.34268 19.67202  -0.001
H 22.12399 6.79513 19.64802  0.468
H 22.07965 8.32825 18.79020  0.065
H 21.03613 7.02817 18.30624  0.166
H 19.63126 7.47325 20.46900  0.435
H 22.03239 9.21585 21.23241  -0.271
H 21.61846 7.63802 21.78978  0.591
H 20.50333 9.04361 22.10698  0.224
H 19.40552 9.21814 18.82148  -0.137
C 23.11661 11.37860 19.55314  2.430
C 23.74557 11.99188 20.79201  0.751
C 24.52624 11.01467 21.66959  -1.360
O 24.47618 13.19199 20.54704  -0.169
H 22.54358 10.50147 19.90239  -1.708
H 23.98304 10.98484 18.91364  0.632
H 22.45870 12.03642 18.95614  -1.736
H 22.95622 12.33802 21.48624  -0.230
H 24.59643 11.32254 22.71495  0.401
H 25.55624 10.66218 21.36300  0.393
H 23.94974 10.07360 21.60824  0.193
H 25.39482 13.04458 20.27332  0.270
C 16.96635 18.89762 17.46498  -1.371
C 15.92043 17.94259 16.99639  0.666
C 15.41303 18.23046 15.54417  -1.376
O 16.29412 16.57586 17.21771  1.192
H 17.24047 18.70772 18.49603  0.217
H 16.56052 19.90023 17.48584  0.532
H 17.90625 18.78575 16.85955  0.087
H 15.06956 17.99660 17.65036  0.365
H 16.20792 18.57629 14.90406  0.408
H 14.74045 19.08494 15.45847  0.405
H 14.95727 17.28877 15.19462  0.093
H 17.05297 16.33551 16.67552  -0.715
C 15.24785 14.52042 20.75139  1.827
C 15.65875 16.00092 20.80990  1.157
C 15.52474 16.60936 22.21436  -1.871
O 17.06792 16.13721 20.41625  -0.615
H 14.43748 14.31700 21.39148  0.932
H 16.14106 14.05677 21.04445  -1.302
H 15.01192 14.17404 19.71519  -1.209
H 15.16379 16.49968 19.98773  -0.100
H 15.79484 17.66964 22.27696  0.418
H 16.14672 16.12562 22.97432  0.268
H 14.53225 16.58644 22.58583  0.506
H 17.21316 16.40141 19.48967  -0.143
C 27.03571 17.28494 20.50469  -1.551
C 25.71508 16.64137 20.14317  0.610
C 25.83207 16.07279 18.81977  -0.594
O 25.32874 15.73460 21.13788  -0.635
H 27.28779 18.10799 19.78166  0.348
H 27.72942 16.45946 20.52533  0.389
H 26.98686 17.69820 21.52208  0.382
H 25.05266 17.42669 20.10742  0.309
H 26.03273 16.81992 18.03284  0.423
H 24.91937 15.51426 18.47192  -0.211
H 26.58397 15.25326 18.76830  0.285
H 24.52820 15.29121 20.88327  0.174